(1)
{
  "formula": "C38H65IN3O6P",
  "method": "ωB97M-V/def2-TZVPD",
  "multiplicity": 1,
  "homo_lumo_gap_ev": 7.7,
  "homo_ha": -0.278,
  "total_charge": 0,
  "smiles": "CCP(C)[C@](N)(CO[C@@H](CCc1ccccc1)OC[C@@H](C)C(C)C)O[C@H](I)COc1cc(C)ccc1C(C)C.CNC(C)=O.CNC(C)=O",
  "elements": ["C", "C", "P", "C", "C", "N", "C", "O", "C", "C", "C", "C", "C", "C", "C", "C", "C", "O", "C", "C", "C", "C", "C", "C", "O", "C", "I", "C", "O", "C", "C", "C", "C", "C", "C", "C", "C", "C", "C", "H", "H", "H", "H", "H", "H", "H", "H", "H", "H", "H", "H", "H", "H", "H", "H", "H", "H", "H", "H", "H", "H", "H", "H", "H", "H", "H", "H", "H", "H", "H", "H", "H", "H", "H", "H", "H", "H", "H", "H", "H", "H", "H", "H", "H", "H", "H", "H", "H", "H", "H", "C", "N", "C", "C", "O", "H", "H", "H", "H", "H", "H", "H", "C", "N", "C", "C", "O", "H", "H", "H", "H", "H", "H", "H"],
  "positions_angstrom": [[-2.203, -5.306, 1.693], [-2.796, -3.779, 1.685], [-2.560, -2.852, 3.382], [-1.150, -3.713, 4.414], [-2.084, -0.990, 3.051], [-2.784, -0.248, 4.216], [-2.843, -0.450, 1.708], [-4.314, -0.462, 1.765], [-4.835, 0.401, 0.653], [-5.974, -0.373, -0.271], [-5.860, 0.017, -1.889], [-4.473, -0.631, -2.533], [-4.479, -2.216, -3.026], [-3.067, -2.833, -3.613], [-1.673, -1.985, -3.775], [-1.656, -0.412, -3.291], [-3.056, 0.208, -2.705], [-5.254, 1.732, 1.127], [-4.875, 2.801, 0.190], [-3.553, 3.678, 0.651], [-2.150, 3.187, -0.081], [-3.741, 5.277, 0.252], [-4.229, 5.517, -1.301], [-2.331, 6.124, 0.437], [-0.678, -0.693, 3.199], [0.145, -0.758, 2.014], [0.727, -2.817, 1.395], [1.610, -0.065, 2.452], [2.755, -0.878, 2.016], [3.453, -0.300, 0.859], [3.310, -1.009, -0.636], [4.079, -0.415, -1.998], [3.848, -1.152, -3.443], [5.056, 0.899, -1.875], [5.188, 1.594, -0.385], [4.390, 1.038, 0.976], [4.630, 1.914, 2.340], [3.565, 3.160, 2.309], [4.663, 1.053, 3.732], [-2.813, -6.076, 2.328], [-1.065, -5.321, 2.045], [-2.170, -5.691, 0.562], [-3.949, -3.857, 1.423], [-2.270, -3.212, 0.795], [-1.058, -4.858, 4.195], [-1.510, -3.630, 5.549], [-0.135, -3.132, 4.348], [-3.036, 0.686, 3.797], [-3.707, -0.756, 4.329], [-2.484, 0.679, 1.554], [-2.459, -1.041, 0.775], [-3.918, 0.588, -0.083], [-5.811, -1.538, -0.223], [-7.035, -0.040, 0.116], [-6.783, -0.507, -2.433], [-5.975, 1.162, -2.100], [-5.462, -2.874, -2.935], [-3.079, -3.963, -3.960], [-0.657, -2.408, -4.214], [-0.720, 0.303, -3.318], [-3.066, 1.334, -2.330], [-5.799, 3.553, 0.133], [-4.680, 2.454, -0.911], [-3.393, 3.578, 1.820], [-1.250, 3.522, 0.614], [-2.063, 2.016, -0.187], [-1.979, 3.739, -1.115], [-4.527, 5.754, 0.980], [-4.482, 6.679, -1.392], [-5.238, 4.961, -1.567], [-3.386, 5.315, -2.100], [-1.539, 5.899, -0.416], [-2.633, 7.273, 0.323], [-1.887, 6.012, 1.518], [-0.184, -0.135, 1.083], [1.661, 1.069, 2.115], [1.630, -0.031, 3.644], [2.659, -1.986, -0.840], [3.781, -2.317, -3.308], [2.805, -0.796, -3.892], [4.685, -0.858, -4.211], [5.632, 1.335, -2.824], [5.906, 2.546, -0.325], [5.712, 2.406, 2.230], [4.088, 4.159, 1.916], [3.076, 3.276, 3.365], [2.738, 2.888, 1.492], [4.856, -0.094, 3.601], [3.598, 1.166, 4.256], [5.426, 1.569, 4.489], [4.895, -7.786, 1.630], [3.495, -7.810, 1.284], [2.494, -7.010, 1.751], [2.846, -5.950, 2.758], [1.345, -7.169, 1.346], [5.467, -7.611, 0.716], [5.161, -8.765, 2.037], [5.131, -7.011, 2.361], [3.177, -8.498, 0.611], [1.943, -5.395, 3.033], [3.256, -6.410, 3.660], [3.564, -5.247, 2.328], [3.911, 5.106, -3.784], [4.094, 3.710, -4.099], [3.986, 3.097, -5.312], [3.632, 3.940, -6.504], [4.177, 1.886, -5.402], [4.840, 5.480, -3.347], [3.111, 5.184, -3.043], [3.654, 5.702, -4.661], [4.336, 3.075, -3.347], [3.583, 3.308, -7.396], [2.653, 4.405, -6.358], [4.397, 4.704, -6.665]],
  "forces_ev_per_a": [[0.961, -0.103, -0.821], [0.305, -0.747, -1.284], [-0.400, -0.990, -0.023], [0.321, 0.382, 1.252], [-2.407, 0.255, 0.705], [-0.276, -0.615, -1.929], [1.905, 0.894, -1.077], [0.646, 1.422, -1.578], [1.454, -0.450, -1.774], [0.036, 0.414, 0.126], [0.281, -0.922, -0.197], [2.884, -1.902, -1.641], [3.896, 2.815, -0.084], [-0.100, 2.810, 0.724], [-3.094, 2.536, 1.760], [-4.295, -2.387, 0.538], [-0.173, -2.829, -0.507], [1.019, -0.995, -1.635], [-0.029, 1.810, -0.363], [0.604, 0.187, -0.372], [0.434, 0.175, 0.682], [0.558, -0.046, -0.176], [-0.520, 1.072, 0.243], [-0.833, 0.934, -0.103], [0.007, 0.250, -2.693], [1.940, 1.720, 0.484], [-1.010, 0.495, -0.008], [-0.848, 0.448, 1.630], [0.627, 3.086, -2.163], [1.695, 1.377, -3.519], [1.988, 2.636, -0.420], [0.643, 1.570, 3.141], [-0.568, 0.426, 0.526], [-2.376, -1.570, 3.727], [-1.899, -2.764, -1.029], [0.315, -1.441, -3.037], [0.969, 0.015, -0.943], [-0.228, -0.273, -0.691], [-1.039, 0.718, 0.682], [1.075, 1.642, -1.115], [-2.559, 0.001, -0.720], [-0.227, 0.761, 2.509], [2.357, 0.440, 0.790], [-1.047, -1.145, 1.787], [-0.078, 2.315, 0.140], [0.708, -0.115, -2.516], [-1.822, -1.374, -0.020], [0.259, -1.084, 0.796], [1.419, 0.830, -0.137], [-0.642, -2.190, 0.479], [-0.873, 0.965, 1.502], [-1.849, -0.500, 1.506], [-0.394, 2.407, 0.201], [2.079, -0.886, -0.730], [2.096, 1.062, 1.170], [0.487, -2.199, 0.461], [2.430, 1.517, -0.265], [0.086, 2.650, 0.799], [-2.642, 0.675, 1.044], [-2.046, -1.813, -0.058], [0.078, -2.601, -0.956], [1.910, -1.730, 0.291], [-0.438, 0.275, 2.126], [-0.532, 0.213, -2.387], [-1.816, -0.699, -1.471], [-0.296, 2.349, 0.021], [-0.526, -1.415, 2.031], [1.381, -0.946, -1.439], [0.572, -2.467, 0.151], [2.258, 0.968, 0.495], [-1.727, 0.128, 1.691], [-1.668, 0.302, 1.994], [0.740, -2.420, 0.218], [-0.718, 0.010, -2.194], [-0.093, -1.550, 1.709], [-0.012, -2.541, 0.308], [-0.083, -0.353, -2.603], [1.546, 2.450, 0.854], [0.281, 2.321, -0.203], [2.273, -0.677, 0.955], [-1.650, -0.572, 1.657], [-1.395, -1.164, 2.344], [-1.810, -2.330, 0.166], [-2.324, -1.247, 0.058], [-1.186, -2.201, 1.140], [0.893, 0.087, -2.052], [1.642, 0.726, 1.960], [-0.141, 2.384, 0.122], [2.227, -0.371, -1.105], [-1.535, -1.321, -1.758], [-0.013, -0.337, -0.296], [-0.509, 0.301, 0.144], [-0.740, -0.392, -0.505], [-0.113, 0.177, 0.154], [0.516, 0.184, 0.243], [0.257, 0.042, 0.215], [0.286, 0.154, 0.081], [-0.148, -0.132, -0.155], [0.087, 0.186, 0.181], [0.167, -0.210, -0.154], [0.127, 0.142, -0.074], [0.052, -0.047, 0.186], [0.091, -0.184, 0.392], [-0.008, -0.352, -0.616], [0.203, -0.825, 0.417], [-0.058, -0.029, -0.311], [-0.066, 0.513, -0.047], [-0.150, 0.298, -0.031], [0.030, 0.317, -0.058], [0.060, -0.198, 0.125], [-0.142, 0.133, -0.083], [0.049, 0.054, 0.332], [0.151, 0.139, -0.049], [-0.194, 0.079, 0.013]],
  "mulliken_charge": [-0.827, -0.044, -0.125, -0.775, 0.826, -0.822, -0.725, -0.462, 1.079, -0.541, -0.663, 0.447, -0.479, -0.365, -0.404, -0.358, -0.164, -0.424, -0.257, 0.446, -0.871, -0.037, -0.968, -1.119, -0.427, -0.114, -0.040, 0.251, -0.193, 0.434, -0.480, 0.349, -0.932, -0.702, -0.803, 0.282, 0.406, -0.980, -1.019, 0.337, -0.005, 0.256, 0.294, 0.084, 0.302, 0.348, 0.159, 0.330, 0.432, 0.104, 0.281, -0.444, 0.187, 0.330, 0.390, 0.289, 0.284, 0.279, 0.290, 0.323, 0.144, 0.194, -0.074, 0.288, 0.235, 0.035, 0.231, 0.340, 0.361, 0.244, 0.209, 0.232, 0.369, 0.292, 0.099, -0.135, 0.115, 0.048, 0.349, 0.169, 0.275, 0.564, 0.171, 0.489, 0.276, 0.303, 0.190, 0.215, 0.181, 0.322, -0.824, -0.176, 0.752, -0.932, -0.653, 0.275, 0.275, 0.328, 0.240, -0.031, 0.406, 0.361, -0.927, -0.037, 0.904, -1.400, -0.605, 0.283, 0.279, 0.376, 0.103, 0.287, 0.364, 0.370]
}

***

(2)
{
  "formula": "C38H66N10",
  "method": "ωB97M-V/def2-TZVPD",
  "multiplicity": 1,
  "homo_lumo_gap_ev": 11.1,
  "homo_ha": -0.395,
  "total_charge": 0,
  "smiles": "CCCC#N.CCCC#N.CCCC#N.CCCC#N.CCCC#N.CCCC#N.CCCC#N.CCCC#N.CCCC#N.CC#N",
  "elements": ["C", "C", "C", "C", "N", "H", "H", "H", "H", "H", "H", "H", "C", "C", "C", "C", "N", "H", "H", "H", "H", "H", "H", "H", "C", "C", "C", "C", "N", "H", "H", "H", "H", "H", "H", "H", "C", "C", "C", "C", "N", "H", "H", "H", "H", "H", "H", "H", "C", "C", "C", "C", "N", "H", "H", "H", "H", "H", "H", "H", "C", "C", "C", "C", "N", "H", "H", "H", "H", "H", "H", "H", "C", "C", "C", "C", "N", "H", "H", "H", "H", "H", "H", "H", "C", "C", "C", "C", "N", "H", "H", "H", "H", "H", "H", "H", "C", "C", "C", "C", "N", "H", "H", "H", "H", "H", "H", "H", "C", "C", "N", "H", "H", "H"],
  "positions_angstrom": [[3.343, -0.416, -5.001], [3.288, 0.974, -5.694], [1.873, 1.356, -6.225], [0.940, 0.998, -5.195], [0.199, 0.724, -4.350], [4.429, -0.706, -4.878], [2.844, -1.202, -5.541], [2.913, -0.453, -3.989], [3.921, 0.748, -6.561], [3.782, 1.772, -5.083], [1.664, 0.902, -7.157], [1.828, 2.435, -6.463], [-5.883, 1.070, 2.582], [-5.185, 1.429, 1.315], [-3.680, 0.951, 1.289], [-2.826, 1.732, 2.184], [-2.241, 2.422, 2.913], [-6.801, 1.655, 2.758], [-5.141, 1.325, 3.425], [-6.217, 0.039, 2.551], [-5.086, 2.559, 1.176], [-5.638, 0.964, 0.409], [-3.255, 0.958, 0.315], [-3.622, -0.101, 1.575], [2.452, -4.718, 2.859], [2.249, -3.192, 3.081], [1.651, -2.526, 1.756], [2.709, -2.186, 0.775], [3.477, -1.958, -0.051], [2.991, -4.928, 1.925], [1.462, -5.195, 2.770], [3.047, -5.214, 3.611], [3.140, -2.594, 3.335], [1.516, -2.934, 3.864], [1.070, -1.634, 2.033], [0.987, -3.233, 1.253], [-4.324, -3.708, 1.500], [-4.527, -4.104, 0.069], [-4.233, -5.559, -0.279], [-4.935, -6.569, 0.466], [-5.521, -7.271, 1.154], [-3.315, -3.572, 1.654], [-4.714, -4.495, 2.109], [-4.908, -2.819, 1.733], [-3.916, -3.525, -0.596], [-5.550, -3.815, -0.250], [-3.161, -5.711, -0.046], [-4.293, -5.785, -1.355], [-1.002, 0.469, 5.847], [-2.241, -0.325, 5.737], [-2.477, -0.922, 4.333], [-1.738, -2.221, 4.186], [-1.229, -3.215, 3.982], [-0.835, 0.708, 6.888], [-0.947, 1.372, 5.226], [-0.140, -0.136, 5.609], [-3.121, 0.297, 5.973], [-2.331, -1.110, 6.488], [-2.022, -0.370, 3.575], [-3.515, -1.170, 4.094], [0.654, -3.734, -1.890], [0.211, -3.336, -3.296], [-1.318, -3.015, -3.386], [-2.252, -4.156, -3.176], [-2.914, -5.072, -3.018], [0.202, -4.667, -1.577], [0.389, -2.861, -1.276], [1.724, -3.896, -1.883], [0.512, -4.126, -3.982], [0.669, -2.432, -3.756], [-1.519, -2.649, -4.368], [-1.583, -2.331, -2.565], [6.038, 0.706, -2.039], [5.059, 1.802, -1.502], [5.645, 3.291, -1.543], [5.674, 3.745, -2.906], [5.676, 4.054, -4.011], [5.553, -0.253, -2.046], [6.956, 0.664, -1.531], [6.323, 0.891, -3.107], [4.709, 1.613, -0.444], [4.168, 1.693, -2.111], [6.668, 3.408, -1.155], [5.005, 4.000, -0.954], [2.811, 1.931, 3.747], [2.102, 3.259, 3.906], [1.175, 3.723, 2.745], [1.686, 3.838, 1.389], [2.017, 3.852, 0.270], [3.505, 1.974, 2.908], [2.160, 1.086, 3.465], [3.373, 1.724, 4.678], [2.806, 4.057, 4.154], [1.429, 3.312, 4.758], [0.637, 4.654, 2.872], [0.341, 3.041, 2.703], [-2.132, 6.163, -2.526], [-0.598, 5.800, -2.378], [-0.246, 4.354, -2.510], [-0.995, 3.464, -1.585], [-1.725, 2.965, -0.881], [-2.495, 5.730, -3.428], [-2.126, 7.226, -2.661], [-2.692, 5.856, -1.656], [-0.194, 6.193, -1.452], [-0.049, 6.287, -3.177], [0.849, 4.292, -2.320], [-0.368, 3.892, -3.486], [0.234, 0.200, -0.809], [-0.765, -0.491, -0.097], [-1.569, -1.169, 0.399], [0.511, 1.129, -0.346], [-0.216, 0.528, -1.707], [1.078, -0.477, -1.123]],
  "forces_ev_per_a": [[1.178, 0.475, 1.296], [0.682, -1.062, -0.386], [1.638, 1.225, 0.822], [-1.817, -0.037, 0.936], [0.707, 0.173, -0.647], [-1.151, 0.245, -0.191], [-0.169, -0.200, -0.603], [0.064, 0.287, -0.241], [-0.043, 0.865, -0.066], [-0.629, -0.649, -0.490], [-0.337, -0.970, -0.762], [-0.081, -0.328, 0.455], [0.355, 0.856, 1.455], [1.717, 1.302, -1.722], [-1.058, -0.478, 0.929], [0.334, 1.018, 0.792], [-0.528, -1.014, -0.886], [0.445, -0.023, -0.144], [-1.354, -0.764, -0.810], [0.374, -0.331, 0.419], [-0.630, -1.414, 0.017], [0.077, 0.568, 0.628], [0.261, 0.415, -0.922], [0.019, -0.025, 0.219], [-0.254, 0.717, -0.406], [-0.498, 0.645, -0.978], [0.750, -0.345, 0.786], [-0.581, -0.077, 0.147], [-0.005, 0.060, 0.183], [-0.154, 0.325, 0.025], [0.396, 0.110, 0.195], [-0.095, 0.028, 0.538], [0.000, -0.666, -0.095], [0.225, -0.646, -0.215], [0.244, -0.215, -0.314], [-0.139, 0.113, 0.130], [-1.882, -0.244, -0.617], [-1.719, 0.214, -1.185], [1.539, -0.141, -0.529], [-0.480, 0.429, 0.448], [-0.256, -0.557, 0.205], [2.218, 0.438, 0.857], [-0.103, -0.513, 0.765], [0.235, 0.230, 0.038], [0.589, 0.407, -0.273], [0.274, -0.500, 0.174], [-0.273, -0.078, -0.118], [-0.207, 0.320, 0.433], [1.274, 0.324, 0.324], [-2.353, -0.034, -0.486], [0.455, -2.490, 1.373], [-1.362, 1.835, 0.234], [0.978, -1.466, -0.178], [-0.027, 0.512, 0.302], [-0.348, -0.239, 0.170], [0.404, -0.331, -0.366], [0.284, 0.082, -0.233], [0.412, -0.164, -0.063], [0.286, 1.582, -1.280], [0.080, 0.361, 0.097], [0.111, 1.247, -0.754], [-0.613, -0.116, -0.741], [0.161, -1.252, 1.128], [1.499, 0.722, -0.281], [-0.554, -0.583, -0.011], [-0.434, 0.054, 0.201], [0.162, -0.657, 0.544], [0.280, 0.173, 0.183], [-0.419, -0.194, -0.222], [0.116, -0.348, 0.946], [-0.353, 0.751, -0.497], [0.150, 0.345, -0.605], [-1.082, 1.339, -1.386], [0.926, 0.006, 0.997], [-0.932, -0.597, 0.784], [-0.052, 0.214, -0.641], [-0.020, 0.064, -0.246], [-0.191, -0.470, 0.306], [1.140, -0.141, 1.051], [-0.416, 0.168, 0.712], [0.640, -0.006, -1.080], [-0.272, 0.586, -0.119], [-0.302, -0.488, 0.111], [0.401, -0.746, -0.483], [0.079, -0.224, -0.210], [-0.681, 1.404, -0.253], [-0.076, -0.316, 0.032], [0.980, -0.640, -2.233], [-0.461, 0.128, 1.975], [0.298, 0.171, 0.114], [-0.083, 0.339, 0.557], [-0.297, -0.179, -0.580], [0.303, -0.101, -0.326], [-0.085, -0.556, 0.257], [0.247, 0.514, 0.800], [-0.334, -0.617, -0.237], [2.464, -0.193, 0.394], [-1.594, 0.691, -0.456], [1.209, -1.671, 0.623], [1.600, 2.157, -1.607], [-1.400, -1.504, 1.563], [-0.546, -0.504, -0.602], [-0.497, 0.663, 0.167], [-0.259, -0.049, 0.096], [-0.062, 0.006, 0.244], [0.050, 0.303, -0.160], [-0.659, -0.394, 0.179], [-0.276, 0.382, -0.371], [1.607, -0.083, -0.968], [-1.959, -2.186, 1.471], [1.059, 1.003, -0.506], [0.604, 0.154, 0.563], [-0.535, 0.296, -1.331], [-0.608, 0.777, 0.722]],
  "mulliken_charge": [-1.060, -0.217, -0.477, 0.360, -0.472, 0.357, 0.417, 0.098, 0.262, 0.145, 0.301, 0.300, -0.940, -0.630, 0.453, 0.225, -0.604, 0.366, 0.200, 0.231, 0.301, 0.362, 0.249, -0.154, -1.223, -0.359, 0.338, 0.113, -0.564, 0.303, 0.312, 0.379, 0.409, 0.207, -0.028, 0.122, -0.884, -0.284, -0.317, 0.171, -0.479, 0.255, 0.537, 0.037, 0.085, 0.319, 0.162, 0.392, -1.055, -0.660, 0.873, 0.004, -0.541, 0.424, 0.195, 0.271, 0.364, 0.404, -0.549, 0.245, -0.671, -0.097, -0.060, -0.048, -0.460, 0.382, -0.228, 0.449, 0.455, -0.184, 0.548, -0.157, -1.266, 0.118, -0.348, 0.221, -0.469, 0.284, 0.462, 0.276, 0.128, 0.027, 0.329, 0.223, -0.938, -0.575, 0.188, 0.026, -0.430, 0.339, 0.148, 0.344, 0.352, 0.342, 0.458, -0.214, -1.152, -0.635, -0.218, 0.230, -0.406, 0.309, 0.385, 0.329, 0.325, 0.347, 0.118, 0.373, -0.608, 0.384, -0.382, 0.199, 0.228, 0.165]
}

***

Q: Number 1 is which compound?
A: C38H65IN3O6P